(1)
C32H48BN7O4 | the ωB97M-V functional and the def2-TZVPD basis

HOMO-LUMO gap = 7.971 eV
HOMO = -8.16 eV
SMILES = CC(C)(C)CC(C)(C)c1ccc(OCCOCC[C@@H](C#N)[C@H](C#N)B(O)O)cc1.CC#N.CC#N.CC#N.CC#N.CC#N
E_LUMO = -0.194 eV

ORCA input file:
```
! RIJCOSX wB97M-V def2-TZVPD def2/J DEFGRID3
* xyz 0 1
C -1.12812 4.49795 2.24819
C -2.58110 4.74286 1.80245
C -3.35841 5.21805 3.06349
C -2.67279 5.90721 0.79897
C -3.32579 3.47667 1.32812
C -2.74420 2.52617 0.23163
C -1.81973 3.19038 -0.80293
C -3.96819 2.01637 -0.58099
C -2.05791 1.30465 0.84884
C -2.75064 0.12575 1.11816
C -2.13050 -0.97749 1.67407
C -0.78507 -0.95023 2.00025
O -0.26165 -2.10238 2.53003
C 1.13456 -2.21452 2.52314
C 1.74245 -2.31039 1.10188
O 0.82593 -2.85695 0.17418
C 0.49354 -2.03421 -0.93765
C 1.66550 -1.78365 -1.88794
C 2.43236 -3.07331 -2.23089
C 1.96640 -3.61646 -3.51298
N 1.56306 -3.86851 -4.55813
C 3.97462 -2.82854 -2.30878
C 4.29911 -1.97835 -3.45372
N 4.57687 -1.31792 -4.34985
B 4.79955 -4.21085 -2.37339
O 5.04936 -4.91322 -1.21929
O 5.28851 -4.65355 -3.57500
C -0.07892 0.22119 1.77196
C -0.71193 1.31200 1.19969
H -0.88111 5.23304 3.01851
H -0.40072 4.64278 1.44937
H -1.03473 3.52292 2.72312
H -4.32797 5.60896 2.73763
H -3.53866 4.40182 3.76227
H -2.82482 6.04408 3.53269
H -1.87342 5.83499 0.05797
H -3.61672 5.85298 0.25487
H -2.55416 6.86728 1.30088
H -3.46260 2.86248 2.22422
H -4.33120 3.77891 1.02381
H -1.70437 2.49660 -1.63866
H -2.32466 4.06546 -1.21269
H -0.83687 3.45843 -0.42605
H -4.78468 1.84846 0.12429
H -3.75049 1.11577 -1.14852
H -4.27978 2.79210 -1.28264
H -3.80738 0.03160 0.90786
H -2.70025 -1.87845 1.86649
H 1.62636 -1.41669 3.09340
H 1.35363 -3.14184 3.05608
H 2.10403 -1.32412 0.80345
H 2.62895 -2.95616 1.15887
H -0.29668 -2.55493 -1.48238
H 0.07158 -1.07900 -0.62035
H 2.35313 -1.06822 -1.43306
H 1.29656 -1.30084 -2.79276
H 2.25144 -3.80786 -1.44203
H 4.28945 -2.28478 -1.41416
H 4.29124 -4.88756 -0.62281
H 4.86568 -5.47042 -3.86369
H 0.97277 0.27989 2.02084
H -0.13218 2.20359 1.01008
C -0.63658 -0.11931 -5.06100
C -1.66853 0.37106 -4.16151
N -2.49877 0.75981 -3.47081
H -1.08197 -0.69271 -5.87204
H -0.07500 0.70814 -5.49194
H 0.05663 -0.77306 -4.53359
C -2.07396 -0.90259 6.29298
C -2.03800 0.21601 5.36469
N -1.99283 1.08704 4.61942
H -3.07451 -1.32955 6.34527
H -1.38463 -1.68525 5.98052
H -1.78455 -0.58611 7.29340
C 6.92506 1.02844 -5.09257
C 7.51379 2.03223 -4.21939
N 7.97718 2.82459 -3.53048
H 6.65157 1.46210 -6.05327
H 7.62609 0.21596 -5.27692
H 6.02808 0.59929 -4.65148
C -4.76056 -2.55943 -4.06348
C -3.36904 -2.53563 -3.64306
N -2.27849 -2.48981 -3.29187
H -5.22010 -3.51517 -3.81707
H -5.31950 -1.76865 -3.56553
H -4.83925 -2.40832 -5.13882
C 3.27031 -3.20347 5.89504
C 2.10924 -2.69951 6.61295
N 1.19444 -2.30487 7.18140
H 2.96583 -3.90205 5.11718
H 3.81714 -2.38545 5.42850
H 3.94528 -3.72167 6.57395
*
```

---

(2)
C32H48CaNO27 | the ωB97M-V functional and the def2-TZVPD basis

energy relative to the best compared isomer or geometry (same formula, charge and spin) = 0.182 eV
HOMO-LUMO gap = 8.766 eV
HOMO = -12.27 eV
E_LUMO = -3.503 eV

ORCA input file:
```
! RIJCOSX wB97M-V def2-TZVPD def2/J DEFGRID3
* xyz 1 1
Ca -1.08455 2.52297 -0.37691
N 0.24006 -0.03481 -0.60293
O 0.29715 0.83607 -1.51553
O -0.61437 0.16774 0.28055
O 0.99802 -0.99865 -0.57115
C -1.25718 2.94767 6.27565
C -0.49062 3.57648 5.12253
C 0.96456 3.12115 5.02224
O 1.14106 2.95648 3.61938
C -0.00937 2.85032 3.01330
O -0.18044 2.54828 1.85738
O -1.01106 2.99729 3.89987
H -2.33613 3.03619 6.12470
H -0.98518 3.36846 7.24102
H -1.14479 1.86133 6.32375
H -0.60721 4.65879 5.14455
H 1.20547 2.18832 5.53034
H 1.63140 3.88584 5.41852
C -3.96849 -0.12253 4.83351
C -4.67553 0.26857 3.52893
C -5.26873 1.66660 3.51706
O -4.63805 2.33358 2.42279
C -3.69865 1.54589 1.91915
O -2.86548 1.91148 1.13259
O -3.68661 0.33597 2.48764
H -3.08366 0.51323 4.94919
H -3.69578 -1.16610 4.71804
H -4.51005 0.14181 5.74169
H -5.41960 -0.46572 3.21799
H -5.08180 2.19339 4.45397
H -6.35053 1.63913 3.39473
C 3.81042 1.38689 -2.49292
C 4.18933 0.02769 -3.02064
C 3.13211 -1.06996 -2.89609
O 3.15561 -1.71861 -4.15819
C 3.70355 -0.89701 -5.06111
O 3.64934 -1.02137 -6.24064
O 4.34661 0.10983 -4.44212
H 4.51269 2.19685 -2.69579
H 3.79133 1.39855 -1.39901
H 2.83441 1.66348 -2.89942
H 5.13337 -0.25837 -2.54833
H 2.11223 -0.70803 -2.75189
H 3.34247 -1.73276 -2.05890
C -1.78971 0.02454 -6.25153
C -0.64533 -0.86771 -5.73407
C -0.78661 -1.16035 -4.22678
O -0.97374 -2.56015 -4.14130
C -1.01354 -3.09226 -5.37060
O -1.22537 -4.22901 -5.62987
O -0.77676 -2.16392 -6.31287
H -1.46073 1.02589 -6.53405
H -2.61292 0.09837 -5.54389
H -2.18420 -0.38581 -7.18257
H 0.32621 -0.42480 -5.94483
H -1.60925 -0.63932 -3.73722
H 0.14678 -0.88999 -3.72690
C 2.92192 4.26509 -4.99178
C 1.44000 4.05361 -5.20793
C 1.05450 2.57975 -5.52612
O 0.16417 2.22516 -4.49289
C 0.00761 3.23192 -3.62210
O -0.68159 3.17144 -2.64594
O 0.73222 4.27548 -3.99718
H 3.30848 3.62740 -4.19687
H 3.16376 5.29689 -4.73793
H 3.44473 4.04126 -5.92341
H 1.08081 4.72631 -5.98684
H 1.96832 1.98566 -5.58932
H 0.58892 2.51327 -6.50865
C -3.24193 -2.09670 -0.24195
C -2.38400 -3.18579 -0.86928
C -2.24605 -4.49315 -0.11857
O -2.98414 -5.44149 -0.85584
C -3.37823 -4.89700 -2.02610
O -3.99189 -5.50664 -2.83208
O -2.98824 -3.61639 -2.10645
H -4.28566 -2.18775 -0.54981
H -2.93584 -1.14522 -0.68368
H -3.18756 -2.05310 0.84329
H -1.40050 -2.78506 -1.12047
H -2.72978 -4.41194 0.85912
H -1.20745 -4.77822 0.05803
C 3.51268 0.30146 2.73113
C 3.37055 -1.12490 2.24580
C 4.23915 -1.57271 1.07671
O 5.13031 -2.51399 1.64615
C 4.78030 -2.76817 2.90964
O 5.34208 -3.50705 3.64468
O 3.69591 -2.05916 3.26095
H 2.96041 0.48518 3.65502
H 3.25602 1.08471 2.01720
H 4.54329 0.52341 3.03227
H 2.32965 -1.20642 1.92115
H 4.67415 -0.71524 0.55793
H 3.66067 -2.09396 0.31032
C -1.39866 -2.93181 3.12485
C -0.18158 -2.10296 3.49736
C -0.16525 -0.60563 3.18608
O -0.11476 0.06923 4.44810
C -0.01379 -0.84726 5.44224
O 0.14768 -0.58885 6.58903
O -0.11298 -2.08751 4.94783
H -1.55557 -3.67528 3.90667
H -1.23589 -3.45942 2.19349
H -2.26332 -2.27202 3.19243
H 0.74289 -2.55630 3.13446
H -1.12161 -0.31215 2.74850
H 0.62286 -0.25584 2.52777
*
```

---

Q: What is the E_LUMO in the first record?
A: -0.194 eV

---

Q: What is the HOMO in the first record?
A: -8.16 eV

---

Q: The highest HOMO belongs to which entry?
A: C32H48BN7O4